--- 1 ---
The following is a DFT calculation (wB97M-V/def2-TZVPD) of a 15-piece molecular cluster, C15H60N30O15 overall.

Summary:
- E_HOMO (eV) = -8.356
- lowest unoccupied orbital energy (eV) = -0.694
- frontier orbital gap (eV) = 7.6617

Geometry as ORCA input:
```
! RIJCOSX wB97M-V def2-TZVPD def2/J DEFGRID3
* xyz 0 1
C -3.8327 -3.4485 -0.1700
O -3.1303 -2.7127 -0.8791
N -3.3117 -4.5884 0.3186
N -5.0058 -3.1047 0.4021
H -3.8554 -5.3481 0.6876
H -2.3100 -4.7369 0.3157
H -5.3323 -2.1619 0.2753
H -5.5047 -3.8187 0.8962
C -0.0531 -4.9993 0.7016
O -0.8935 -5.8962 0.5641
N -0.1349 -3.7706 0.1043
N 0.9904 -5.1682 1.5350
H 0.6839 -3.1877 0.0798
H -0.9674 -3.7097 -0.4649
H 1.6047 -4.3677 1.5720
H 1.1750 -6.0912 1.8808
C -0.7282 5.5111 1.3635
O -1.0263 6.6330 0.9871
N -1.2453 4.9813 2.5117
N 0.0780 4.6378 0.7070
H -2.0196 5.3758 3.0114
H -0.8965 4.1226 2.9057
H -0.1155 3.6549 0.7959
H 0.6877 4.9665 -0.0202
C 1.4504 2.5598 3.9828
O 0.8014 3.6070 4.1092
N 0.8829 1.3494 3.8462
N 2.7899 2.5578 3.7876
H 1.5177 0.7347 3.3699
H -0.1133 1.5051 3.8422
H 3.3333 1.7769 3.4799
H 3.2317 3.4473 3.9510
C -2.1706 3.3080 -2.6083
O -1.7998 2.5858 -1.6841
N -3.3494 3.1834 -3.2637
N -1.3649 4.2709 -3.1390
H -3.9210 2.3536 -3.1328
H -3.3235 3.6172 -4.1693
H -0.5977 4.5443 -2.5440
H -1.6495 4.8373 -3.9139
C -4.4657 -0.2218 -2.2037
O -4.8346 0.9616 -2.2062
N -5.2822 -1.1787 -2.6993
N -3.2724 -0.6182 -1.7605
H -6.2180 -0.8967 -2.9258
H -4.8902 -1.9918 -3.1430
H -2.6950 0.1483 -1.4495
H -2.9283 -1.6009 -1.6947
C 0.7054 -2.9527 5.5026
O 0.2935 -2.1618 6.3223
N 1.7247 -3.8532 5.6794
N 0.2108 -3.0864 4.2298
H 1.9565 -4.4895 4.9424
H 2.2006 -3.9325 6.5601
H 0.6356 -3.7065 3.5671
H -0.6973 -2.6598 4.0803
C 2.0648 4.3812 -2.0652
O 1.2715 5.3111 -2.1658
N 1.6864 3.0878 -2.0644
N 3.4239 4.5965 -2.0720
H 2.4155 2.4228 -1.8639
H 0.7482 2.8362 -1.7777
H 3.6656 5.5199 -2.3853
H 4.0899 3.8598 -1.9368
C 3.4379 -1.8795 2.5869
O 3.1076 -3.0463 2.4437
N 4.0449 -1.0858 1.6693
N 3.0271 -1.1237 3.6770
H 4.4488 -1.3684 0.7947
H 4.3641 -0.1782 1.9626
H 2.4248 -1.5879 4.3410
H 3.8031 -0.5195 3.8970
C -3.1983 -1.1340 4.0818
O -2.6467 -2.2236 4.1949
N -3.0560 -0.3594 2.9882
N -4.0990 -0.6145 4.9536
H -3.5041 0.5367 2.9370
H -2.5556 -0.7161 2.1958
H -4.2555 -1.1193 5.8088
H -4.7255 0.1304 4.7176
C -0.0489 0.2842 0.8113
O 0.7484 1.2047 0.9810
N -0.7101 0.1254 -0.3739
N -0.1514 -0.7938 1.6426
H -1.5809 -0.3594 -0.5135
H -0.4313 0.7033 -1.1530
H 0.4639 -0.7921 2.4361
H -0.6357 -1.6163 1.3252
C 1.8015 -1.6665 -2.3273
O 1.2489 -2.1492 -3.3359
N 1.8336 -0.3347 -2.1558
N 2.4035 -2.3900 -1.3740
H 2.6112 0.1471 -1.7286
H 1.3022 0.1338 -2.9004
H 2.6751 -3.3454 -1.5645
H 3.1674 -2.0022 -0.8427
C 4.6135 1.9408 -0.1254
O 4.0645 1.4664 -1.1156
N 5.8445 2.5563 -0.1218
N 3.9477 2.0670 1.0500
H 6.3589 2.4968 0.7387
H 6.2378 2.4239 -1.0428
H 4.3655 2.5806 1.8006
H 3.0159 1.6637 0.9899
C -2.0594 -2.0729 -4.3771
O -3.2864 -2.0549 -4.4387
N -1.2664 -2.4276 -5.4385
N -1.3948 -1.9043 -3.2252
H -0.2870 -2.4638 -5.2026
H -1.6029 -2.8351 -6.2884
H -1.9945 -1.7139 -2.4029
H -0.3743 -1.8411 -3.1190
C 0.6102 1.2236 -4.8287
O 0.1101 1.1032 -3.7093
N -0.0306 0.7484 -5.9240
N 1.7557 1.8948 -5.0839
H 0.5076 0.5115 -6.7371
H -0.9811 0.4476 -5.7921
H 2.0963 2.3561 -4.2523
H 2.0502 2.1870 -5.9956
*
```

Atomic partial charges in e from the Löwdin method, atoms 1 to 99: -0.586 -0.012 0.179 0.189 0.112 0.039 0.111 0.105 -0.656 0.002 0.184 0.169 0.065 0.085 0.052 0.118 -0.682 0.016 0.145 0.176 0.096 0.049 0.073 0.063 -0.671 0.012 0.170 0.151 0.043 0.119 0.052 0.112 -0.663 -0.007 0.168 0.168 0.060 0.088 0.055 0.094 -0.657 -0.021 0.160 0.123 0.101 0.071 0.075 -0.015 -0.705 0.044 0.147 0.160 0.085 0.103 0.055 0.058 -0.668 0.013 0.190 0.169 0.052 0.084 0.105 0.062 -0.640 0.022 0.172 0.163 0.098 0.065 0.082 0.096 -0.672 0.011 0.166 0.158 0.104 0.074 0.109 0.097 -0.631 -0.002 0.189 0.176 0.057 0.067 0.064 0.074 -0.645 -0.011 0.195 0.168 0.062 0.055 0.120 0.079 -0.666 -0.009 0.164

---

--- 2 ---
The following is a DFT calculation (wB97M-V/def2-TZVPD) of a 15-piece molecular cluster, C15H60N30O15 overall.

Summary:
- E_HOMO (eV) = -8.766
- lowest unoccupied orbital energy (eV) = -0.372
- frontier orbital gap (eV) = 8.3942

Geometry as ORCA input:
```
! RIJCOSX wB97M-V def2-TZVPD def2/J DEFGRID3
* xyz 0 1
C -1.8802 -1.8794 21.7113
O -2.4984 -1.8625 22.7082
N -2.0808 -1.0239 20.7270
N -0.9451 -2.7997 21.5130
H -2.7316 -0.2562 20.8125
H -1.4817 -0.9552 19.9168
H -0.5087 -2.8518 20.6037
H -0.7458 -3.4371 22.2708
C 2.3579 -2.3619 19.2616
O 1.8116 -3.3858 19.6261
N 2.7656 -2.1118 18.0449
N 2.1618 -1.2922 19.9686
H 2.6237 -2.7501 17.2751
H 2.8700 -1.1326 17.8205
H 2.2863 -0.4000 19.5118
H 1.7305 -1.3465 20.8802
C -2.8744 -5.9464 16.2315
O -3.0515 -5.4833 17.3555
N -1.7226 -6.2276 15.7177
N -3.8271 -6.2175 15.3863
H -1.0005 -6.1335 16.4175
H -1.5486 -6.5884 14.7905
H -4.7244 -5.7647 15.4854
H -3.5674 -6.6698 14.5214
C 1.8778 -4.2312 15.0418
O 1.9727 -3.1541 14.4893
N 2.5313 -4.7181 16.0256
N 1.0167 -5.0644 14.6022
H 3.5090 -4.8385 15.8027
H 2.1701 -5.5681 16.4344
H 0.3906 -4.7370 13.8804
H 0.8695 -5.9089 15.1362
C -2.0107 -2.4973 12.7845
O -2.3224 -2.4660 13.9823
N -2.1881 -1.5333 11.9334
N -1.7066 -3.5905 12.2066
H -2.6149 -0.6929 12.2962
H -1.8815 -1.6880 10.9835
H -2.0024 -4.3987 12.7352
H -1.4231 -3.6505 11.2391
C 1.4171 0.7317 13.8981
O 2.1260 1.0760 12.9501
N 1.2279 -0.5024 14.3220
N 0.8744 1.5486 14.8037
H 1.2376 -1.3063 13.7106
H 1.0217 -0.8084 15.2622
H 0.7552 2.5178 14.5460
H 0.4212 1.1829 15.6290
C -4.6067 -3.8791 20.1295
O -4.9474 -5.0492 20.3096
N -3.8363 -3.3599 19.2156
N -4.9408 -3.0180 21.0786
H -3.4301 -2.4687 19.4625
H -3.4694 -4.0662 18.5938
H -4.5107 -2.1043 21.0906
H -5.3298 -3.3434 21.9521
C -3.9401 2.3023 18.5700
O -3.4191 2.8691 19.5287
N -3.7028 2.7258 17.3698
N -4.5962 1.2111 18.6646
H -3.3331 3.6628 17.2960
H -4.2697 2.3387 16.6290
H -5.1722 0.9383 17.8812
H -4.7568 0.8967 19.6109
C -6.2587 -1.8272 13.3345
O -5.6355 -0.8325 13.0483
N -7.3893 -1.8742 13.8450
N -5.8050 -3.0841 13.2718
H -7.7441 -0.9883 14.1756
H -7.7861 -2.8019 13.8911
H -4.8019 -3.1821 13.3375
H -6.4194 -3.6892 13.7975
C 1.3558 0.9963 22.2614
O 2.2553 1.2784 21.4936
N 1.3206 -0.1884 22.7280
N 0.4554 1.8399 22.5935
H 0.5135 -0.3885 23.3013
H 2.0406 -0.8450 22.4624
H 0.6596 2.8175 22.4431
H -0.4274 1.7727 23.0794
C 0.0911 2.0827 18.5315
O -0.3503 2.2073 17.4006
N -0.4377 2.5275 19.6628
N 1.2541 1.6656 18.8335
H -1.4442 2.4433 19.6612
H 0.0802 2.3645 20.5144
H 1.4436 1.8239 19.8129
H 1.9261 1.3680 18.1408
C -3.9040 1.8935 13.1457
O -4.7850 2.4739 12.5735
N -4.0794 1.2339 14.1798
N -2.7198 2.0719 12.7694
H -3.4051 0.5017 14.3508
H -4.9716 1.2310 14.6531
H -1.8952 1.7889 13.2794
H -2.7493 2.2588 11.7773
C -0.5732 6.0718 17.0804
O 0.5948 6.1110 16.8755
N -1.5344 6.7010 16.4023
N -1.1153 5.2500 17.9474
H -2.4664 6.3408 16.5497
H -1.2960 7.3407 15.6579
H -2.0548 5.3789 18.2952
H -0.4737 4.5402 18.2710
C 0.6883 -6.2135 18.8917
O 0.6048 -6.1457 17.7038
N 1.7331 -6.7065 19.4138
N -0.2589 -5.9545 19.7581
H 1.7654 -6.7223 20.4232
H 2.4742 -7.0391 18.8136
H 0.0106 -5.9157 20.7308
H -1.1501 -5.8718 19.2903
C -0.7950 -1.3192 17.1499
O -0.7073 -0.8778 18.2730
N -0.4293 -2.4691 16.8415
N -1.1501 -0.6715 16.1117
H -0.5619 -2.8182 15.9031
H -0.3336 -3.1144 17.6126
H -1.4952 0.2582 16.3031
H -1.5101 -1.2187 15.3429
*
```

Atomic partial charges in e from the Löwdin method, atoms 1 to 99: -0.834 0.048 0.175 0.188 0.107 0.046 0.078 0.116 -0.758 0.002 0.198 0.184 0.076 0.106 0.077 0.068 -0.750 0.029 0.174 0.170 0.066 0.112 0.120 0.106 -0.812 0.039 0.176 0.189 0.138 0.076 0.106 0.095 -0.771 -0.007 0.212 0.175 0.104 0.126 0.117 0.128 -0.730 0.012 0.142 0.155 0.078 0.072 0.114 0.042 -0.760 0.000 0.187 0.151 0.075 0.058 0.068 0.117 -0.795 -0.006 0.199 0.193 0.107 0.088 0.119 0.124 -0.798 0.058 0.176 0.156 0.144 0.124 0.089 0.089 -0.811 0.021 0.200 0.185 0.128 0.122 0.135 0.136 -0.766 0.016 0.183 0.189 0.073 0.061 0.067 0.131 -0.927 0.052 0.187 0.192 0.104 0.121 0.114 0.135 -0.788 0.070 0.150

---

Verdict on stability: 2 comes out at the bottom.

---

--- 1 ---
The following is a DFT calculation (wB97M-V/def2-TZVPD) of one molecule with the formula C4H8O.

Summary:
- E_HOMO (eV) = -9.696
- lowest unoccupied orbital energy (eV) = 1.206
- frontier orbital gap (eV) = 10.9027
- SMILES = COC1CC1

Geometry as ORCA input:
```
! RIJCOSX wB97M-V def2-TZVPD def2/J DEFGRID3
* xyz 0 1
C 1.9157 0.0801 -0.0777
O 0.8418 -0.7969 -0.2355
C -0.3035 -0.3052 0.4450
C -1.1117 0.7130 -0.2110
C -1.5862 -0.7009 -0.1793
H 1.7394 1.0491 -0.6140
H 2.0594 0.2382 1.0387
H 2.8297 -0.4601 -0.4246
H -0.1720 -0.2756 1.5577
H -1.5589 1.4641 0.4380
H -0.6970 1.0483 -1.1382
H -2.4479 -0.7995 0.4916
H -1.5086 -1.2547 -1.0906
*
```

Need the natural (NBO) charges? In units of e they are: -0.251 -0.529 0.075 -0.455 -0.434 0.170 0.161 0.195 0.182 0.216 0.219 0.218 0.234

---

--- 2 ---
The following is a DFT calculation (wB97M-V/def2-TZVPD) of one molecule with the formula C4H8O.

Summary:
- E_HOMO (spin up / spin down) (eV) = -7.228 / -7.027
- lowest unoccupied orbital energy (spin up / spin down) (eV) = 0.922 / 0.928
- frontier orbital gap (spin up / spin down) (eV) = 8.1500 / 7.9549

Geometry as ORCA input:
```
! RIJCOSX wB97M-V def2-TZVPD def2/J DEFGRID3
* xyz 0 1
C -1.0722 -0.6162 -1.5097
O -0.0866 -1.3208 -1.0146
C 0.5039 -1.1879 0.1320
C 0.5573 1.2922 0.4298
C 0.1349 -0.0657 1.0267
H -1.5674 0.1291 -0.9029
H -1.4356 -0.9666 -2.4620
H 0.3310 1.3348 -0.6417
H 1.3220 -1.8799 0.2794
H 1.6339 1.4410 0.5480
H 0.0371 2.1253 0.9126
H 0.5984 -0.2121 2.0072
H -0.9567 -0.0732 1.1951
*
```

Need the natural (NBO) charges? In units of e they are: -0.213 -0.340 0.089 -0.613 -0.492 0.156 0.175 0.214 0.175 0.209 0.209 0.224 0.206

---

Verdict on stability: 2 comes out at the bottom.

---

--- 1 ---
The following is a DFT calculation (wB97M-V/def2-TZVPD) of one molecule with the formula C4H8O.

Summary:
- E_HOMO (eV) = -7.629
- lowest unoccupied orbital energy (eV) = 0.703
- frontier orbital gap (eV) = 8.3327

Geometry as ORCA input:
```
! RIJCOSX wB97M-V def2-TZVPD def2/J DEFGRID3
* xyz 0 1
C 1.6665 0.2289 -0.7642
C 0.1957 0.5305 -0.4637
C -0.3981 -0.4003 0.5655
C -2.2834 -0.5381 0.4843
O -1.7982 0.5119 1.0736
H 1.8126 -0.7696 -1.1901
H 2.2910 0.3116 0.1332
H 2.0456 0.9562 -1.4899
H 0.1024 1.5469 -0.0734
H -0.4074 0.4746 -1.3739
H -0.3380 -1.4642 0.2915
H 0.0367 -0.2928 1.5617
H -2.9254 -1.0956 1.2455
*
```

Need the natural (NBO) charges? In units of e they are: -0.608 -0.435 -0.152 0.102 -0.510 0.206 0.205 0.222 0.220 0.227 0.244 0.207 0.071

---

--- 2 ---
The following is a DFT calculation (wB97M-V/def2-TZVPD) of a 2-piece molecular cluster, C4H8O overall.

Summary:
- E_HOMO (eV) = -8.610
- lowest unoccupied orbital energy (eV) = 0.844
- frontier orbital gap (eV) = 9.4538
- SMILES = C=CO.C=C

Geometry as ORCA input:
```
! RIJCOSX wB97M-V def2-TZVPD def2/J DEFGRID3
* xyz 0 1
C 1.7323 -0.6737 -2.3472
C 2.4037 -0.1754 -1.2752
O 1.9198 0.4546 -0.1755
H 2.0725 -1.7270 -2.6305
H 0.8677 -0.1853 -2.6269
H 3.3958 -0.2748 -1.0884
H 0.9774 0.7499 -0.2646
C -2.3192 0.7968 2.2072
C -2.1459 -0.2096 1.2722
H -2.2236 1.8554 1.8666
H -2.3107 0.7505 3.3480
H -2.4116 -0.1548 0.1925
H -1.9580 -1.2066 1.5218
*
```

Need the natural (NBO) charges? In units of e they are: -0.602 0.207 -0.674 0.231 0.194 0.162 0.481 -0.390 -0.396 0.192 0.208 0.199 0.187

---

--- 3 ---
The following is a DFT calculation (wB97M-V/def2-TZVPD) of one molecule with the formula C4H8O.

Summary:
- E_HOMO (eV) = -9.604
- lowest unoccupied orbital energy (eV) = 1.083
- frontier orbital gap (eV) = 10.6870
- SMILES = C/C=C/CO

Geometry as ORCA input:
```
! RIJCOSX wB97M-V def2-TZVPD def2/J DEFGRID3
* xyz 0 1
C 0.8185 -1.9495 0.0025
C -0.1355 -0.7724 -0.3729
C 0.1811 0.5070 -0.2649
C -0.8093 1.6074 -0.3528
O -0.6668 2.3640 0.8938
H 1.6672 -2.1707 -0.6727
H 0.3623 -2.8771 0.2778
H 1.3322 -1.6553 0.8855
H -1.1689 -1.1822 -0.4915
H 1.1935 0.6668 0.1995
H -0.5531 2.3765 -1.1791
H -1.8921 1.3110 -0.5002
H -0.3289 1.7745 1.5749
*
```

Need the natural (NBO) charges? In units of e they are: -0.658 -0.152 -0.258 -0.095 -0.726 0.222 0.217 0.210 0.198 0.207 0.187 0.184 0.465

---

--- 4 ---
The following is a DFT calculation (wB97M-V/def2-TZVPD) of one molecule with the formula C4H8O.

Summary:
- E_HOMO (eV) = -9.209
- lowest unoccupied orbital energy (eV) = 1.072
- frontier orbital gap (eV) = 10.2815
- SMILES = C[C@@H]1C[C@H]1O

Geometry as ORCA input:
```
! RIJCOSX wB97M-V def2-TZVPD def2/J DEFGRID3
* xyz 0 1
C -1.0312 -0.5303 -1.3296
C -0.0831 0.3395 -0.4743
C 1.1833 -0.2029 0.2268
C -0.0381 0.1276 1.1155
O 0.1641 1.2551 1.9830
H -2.1740 -0.2412 -1.1769
H -0.8640 -1.5585 -1.1080
H -0.7777 -0.2925 -2.4020
H -0.1159 1.3719 -0.9016
H 1.4516 -1.2026 -0.0584
H 2.1345 0.2661 0.3742
H -0.8932 -0.5465 1.3092
H 1.0436 1.2144 2.4421
*
```

Need the natural (NBO) charges? In units of e they are: -0.615 -0.239 -0.456 0.072 -0.718 0.214 0.205 0.219 0.215 0.209 0.227 0.189 0.477

---

Verdict on stability: 1 comes out at the bottom.

---

--- 1 ---
The following is a DFT calculation (wB97M-V/def2-TZVPD) of C4H8O as an isolated structure.

Summary:
- E_HOMO (eV) = -8.222
- lowest unoccupied orbital energy (eV) = 0.913
- frontier orbital gap (eV) = 9.1357

Geometry as ORCA input:
```
! RIJCOSX wB97M-V def2-TZVPD def2/J DEFGRID3
* xyz 0 1
C -0.7985 -0.0167 -0.5677
C 0.6344 -1.2493 -0.8938
C 0.0112 0.4631 0.4401
C 1.0010 0.7282 1.2448
O -1.4672 1.7209 0.4681
H -2.2503 1.3532 0.9042
H -0.8343 0.5298 -1.5024
H -1.6102 -0.6813 -0.2968
H 1.4268 -0.7653 -1.4605
H 1.0271 -1.8014 -0.0442
H 0.0714 -1.9264 -1.5339
H 0.8742 1.4990 1.9941
H 1.9143 0.1463 1.2481
*
```

Need the natural (NBO) charges? In units of e they are: -0.363 -0.671 0.383 -0.478 -0.949 0.438 0.260 0.244 0.207 0.207 0.214 0.267 0.239

---

--- 2 ---
The following is a DFT calculation (wB97M-V/def2-TZVPD) of one molecule with the formula C4H8O.

Summary:
- E_HOMO (eV) = -9.494
- lowest unoccupied orbital energy (eV) = 0.847
- frontier orbital gap (eV) = 10.3409
- SMILES = C[C@@H]1C[C@@H]1O

Geometry as ORCA input:
```
! RIJCOSX wB97M-V def2-TZVPD def2/J DEFGRID3
* xyz 0 1
C -1.7839 0.1436 0.1937
C -0.4678 -0.6395 0.3708
C 0.6767 0.0600 1.1427
C 0.8548 -0.3845 -0.2796
O 0.7415 0.6262 -1.3213
H -2.6451 -0.1892 0.8901
H -1.6241 1.3554 0.3849
H -2.0384 -0.0614 -0.8779
H -0.6486 -1.6545 0.7188
H 0.5530 1.1020 1.1823
H 1.3454 -0.3545 1.9100
H 1.6455 -1.1218 -0.6363
H 1.8016 0.8369 -1.5675
*
```

Need the natural (NBO) charges? In units of e they are: -0.611 -0.249 -0.462 0.078 -0.716 0.223 0.214 0.223 0.218 0.215 0.217 0.189 0.461

---

Verdict on stability: 1 comes out at the bottom.